ORCA calculation (ωB97M-V with the def2-TZVPD basis set) on a structure of composition C6H13N at a distorted geometry.

Structure (XYZ):
```
20
Properties=species:S:1:pos:R:3:lowdin_charge:R:1
C 3.458 -1.259 -0.115 -0.11
C 2.115 -1.249 -0.851 -0.22
C 1.091 -0.278 -0.390 -0.16
C -0.286 -0.410 -0.769 -0.11
N -1.159 0.735 -0.234 -0.12
C -2.163 0.522 0.793 -0.34
C -2.844 1.836 1.144 -0.13
H 4.178 -2.054 -0.501 0.09
H 3.291 -1.487 0.951 0.07
H 3.916 -0.252 -0.171 0.07
H 1.921 -1.514 -1.926 0.13
H 1.200 -1.548 -0.119 0.12
H 1.422 0.405 0.289 0.08
H -0.696 -1.383 -0.622 0.08
H -1.638 1.238 -0.990 0.09
H -1.592 0.118 1.708 0.13
H -3.017 -0.205 0.491 0.12
H -2.102 2.553 1.378 0.05
H -3.437 2.280 0.300 0.08
H -3.557 1.733 1.987 0.08
```

Output
- energy relative to the best compared isomer or geometry (same formula, charge and spin) (kcal per mole) = 107.1

ORCA calculation (ωB97M-V with the def2-TZVPD basis set) on a structure of composition C29H32MnN4OPS.

Structure (XYZ):
```
69
Properties=species:S:1:pos:R:3:lowdin_spin:R:1
Mn -1.004 0.596 -0.710 4.60
C -4.076 -1.561 -2.097 0.00
C -2.826 -2.021 -1.343 0.02
C -3.226 -2.754 -0.061 0.00
C -1.995 -2.952 -2.228 0.00
O -2.049 -0.904 -1.026 0.16
H -4.766 -2.386 -2.276 0.00
H -3.809 -1.127 -3.060 0.00
H -4.599 -0.797 -1.517 0.00
H -3.734 -3.693 -0.282 0.00
H -3.908 -2.143 0.531 0.00
H -2.345 -2.974 0.543 0.00
H -2.580 -3.799 -2.589 0.00
H -1.140 -3.345 -1.675 0.00
H -1.623 -2.402 -3.093 0.00
N -5.122 2.222 -0.174 0.01
C -3.943 1.750 0.234 0.01
N -3.928 0.705 1.051 0.00
S -2.525 2.546 -0.271 0.05
H -5.995 1.825 0.132 0.00
H -5.144 2.999 -0.810 0.00
H -4.771 0.222 1.317 0.00
H -3.049 0.298 1.318 0.00
C -0.329 -3.782 3.151 0.00
C -0.043 -3.815 1.792 0.00
C 0.353 -2.662 1.140 0.00
C 0.487 -1.467 1.846 0.00
C 0.202 -1.437 3.208 0.00
C -0.211 -2.595 3.856 0.00
P 0.959 0.023 0.931 0.03
C 2.566 -0.351 0.183 0.00
C 3.009 0.412 -0.895 0.00
C 4.261 0.189 -1.445 0.00
C 5.078 -0.806 -0.928 0.00
C 4.646 -1.570 0.145 0.00
C 3.397 -1.344 0.702 0.00
C 1.288 1.300 2.167 0.01
C 0.256 2.144 2.558 0.00
C 0.474 3.116 3.523 0.00
C 1.729 3.259 4.093 0.00
C 2.769 2.426 3.697 0.00
C 2.550 1.450 2.740 0.00
H -0.642 -4.684 3.660 0.00
H -0.137 -4.740 1.240 0.00
H 0.559 -2.696 0.076 0.00
H 0.310 -0.519 3.771 0.00
H -0.428 -2.566 4.915 0.00
H 2.386 1.199 -1.298 0.00
H 4.599 0.790 -2.279 0.00
H 6.053 -0.984 -1.360 0.00
H 5.283 -2.344 0.551 0.00
H 3.065 -1.944 1.538 0.00
H -0.733 2.073 2.110 0.00
H -0.340 3.765 3.817 0.00
H 1.904 4.020 4.840 0.00
H 3.751 2.538 4.135 0.00
H 3.368 0.808 2.438 0.00
N 3.572 3.943 -5.684 0.00
C 2.807 3.487 -4.961 0.00
C 1.850 2.899 -4.065 0.00
C 1.417 3.592 -2.938 0.00
C 0.517 2.962 -2.101 0.01
N 0.057 1.728 -2.334 0.04
C 0.465 1.074 -3.428 0.01
C 1.363 1.620 -4.327 0.00
H 1.775 4.586 -2.717 0.00
H 0.155 3.452 -1.205 0.00
H 0.061 0.080 -3.579 0.00
H 1.680 1.067 -5.198 0.00
```

Output
- 2S+1 = 6
- net charge = +1

ORCA calculation (ωB97M-V with the def2-TZVPD basis set) on an isolated molecule of C5H5NOS at a distorted geometry.

Structure (XYZ):
```
13
Properties=species:S:1:pos:R:3:lowdin_charge:R:1
C -0.412 1.540 0.271 -0.15
C -2.034 -0.463 -0.478 -0.29
C -2.381 0.898 -0.454 -0.39
C 0.267 0.304 -0.207 -0.19
C -0.706 -0.923 -0.017 -0.16
N -1.634 1.892 0.082 0.08
O -4.442 -0.427 0.895 -0.52
S -3.838 -0.198 -0.407 0.96
H 0.210 2.133 0.940 0.11
H 0.458 0.411 -1.340 0.14
H 1.275 0.124 0.350 0.14
H -0.661 -0.774 1.123 0.15
H -0.233 -1.836 -0.285 0.09
```

Output
- energy relative to the best compared isomer or geometry (same formula, charge and spin) (kcal per mole) = 108.8

ORCA calculation (ωB97M-V with the def2-TZVPD basis set) on a cluster of 5 separate species, C37H84BrN6O2 in total.

Structure (XYZ):
```
130
Properties=species:S:1:pos:R:3:lowdin_spin:R:1
C -4.621 -5.243 -4.224 0.00
C -3.838 -4.210 -5.026 0.00
N -2.880 -3.546 -4.133 0.00
C -1.996 -2.471 -4.648 0.00
C -2.617 -1.697 -5.840 0.00
C -2.480 -2.288 -7.226 0.00
O -3.207 -3.014 -7.790 0.00
Br -0.874 -1.645 -8.182 0.00
C -1.861 -1.441 -3.505 0.02
C -0.824 -1.800 -2.402 0.02
C -1.470 -1.709 -1.028 0.00
C 0.348 -0.810 -2.451 0.01
N -0.338 -3.204 -2.580 0.39
O -0.977 -4.096 -1.926 0.51
C 0.224 -3.629 -3.903 0.02
C 1.702 -3.234 -4.030 0.01
C 0.174 -5.154 -3.982 0.00
C -0.603 -2.983 -5.046 0.01
H -5.573 -5.469 -4.708 0.00
H -4.828 -4.859 -3.224 0.00
H -4.067 -6.179 -4.128 0.00
H -4.526 -3.472 -5.436 0.00
H -3.345 -4.716 -5.865 0.00
H -2.293 -4.283 -3.762 0.00
H -3.687 -1.552 -5.678 0.00
H -2.151 -0.715 -5.872 0.00
H -1.600 -0.457 -3.904 0.00
H -2.849 -1.357 -3.050 0.00
H -0.790 -2.065 -0.254 0.00
H -1.721 -0.663 -0.833 0.00
H -2.388 -2.292 -0.988 0.00
H 0.034 0.122 -1.979 0.00
H 1.211 -1.201 -1.909 0.00
H 0.650 -0.575 -3.470 0.00
H 2.267 -3.620 -3.179 0.00
H 1.857 -2.164 -4.086 0.00
H 2.111 -3.682 -4.938 0.00
H 0.794 -5.471 -4.823 0.00
H 0.568 -5.602 -3.072 0.00
H -0.832 -5.537 -4.152 0.00
H -0.683 -3.719 -5.853 0.00
H -0.044 -2.136 -5.459 0.00
C -3.320 -2.035 2.805 0.00
C -1.837 -1.744 2.969 0.00
N -1.551 -0.341 3.216 0.00
C -0.146 -0.006 3.073 0.00
C 0.851 -0.629 4.057 0.00
C -2.239 0.254 4.349 0.00
C -2.030 -0.383 5.729 0.00
H -3.753 -1.403 2.028 0.00
H -3.459 -3.078 2.518 0.00
H -3.877 -1.874 3.729 0.00
H -1.328 -2.009 2.039 0.00
H -1.427 -2.412 3.743 0.00
H -0.057 1.084 3.117 0.00
H 0.147 -0.292 2.057 0.00
H 0.794 -0.172 5.045 0.00
H 1.868 -0.478 3.686 0.00
H 0.700 -1.703 4.168 0.00
H -3.309 0.256 4.130 0.00
H -1.947 1.307 4.388 0.00
H -2.097 -1.472 5.689 0.00
H -2.805 -0.033 6.414 0.00
H -1.067 -0.121 6.166 0.00
C 6.730 3.465 4.270 0.00
C 6.464 2.221 3.436 0.00
N 5.551 1.290 4.077 0.00
C 5.511 -0.015 3.442 0.00
C 4.960 -0.110 2.013 0.00
C 4.267 1.840 4.478 0.00
C 3.399 2.492 3.395 0.00
H 7.081 3.193 5.266 0.00
H 7.495 4.074 3.788 0.00
H 5.840 4.086 4.378 0.00
H 7.407 1.687 3.289 0.00
H 6.129 2.532 2.433 0.00
H 4.934 -0.681 4.090 0.00
H 6.534 -0.403 3.444 0.00
H 3.876 -0.001 1.982 0.00
H 5.202 -1.088 1.593 0.00
H 5.397 0.646 1.359 0.00
H 4.443 2.575 5.267 0.00
H 3.707 1.031 4.955 0.00
H 3.975 3.159 2.752 0.00
H 2.614 3.090 3.863 0.00
H 2.909 1.753 2.761 0.00
C -6.181 3.942 9.742 0.00
C -4.862 3.589 10.411 0.00
N -4.451 2.216 10.173 0.00
C -3.362 1.780 11.029 0.00
C -1.997 2.460 10.867 0.00
C -4.365 1.816 8.779 0.00
C -3.436 2.618 7.859 0.00
H -6.963 3.241 10.038 0.00
H -6.487 4.946 10.038 0.00
H -6.107 3.933 8.654 0.00
H -4.975 3.701 11.493 0.00
H -4.102 4.327 10.105 0.00
H -3.243 0.702 10.889 0.00
H -3.695 1.915 12.063 0.00
H -1.485 2.142 9.959 0.00
H -1.356 2.200 11.712 0.00
H -2.086 3.547 10.845 0.00
H -5.373 1.844 8.357 0.00
H -4.073 0.763 8.763 0.00
H -3.547 3.694 8.007 0.00
H -3.679 2.406 6.816 0.00
H -2.387 2.364 8.006 0.00
C 0.451 2.089 -9.064 0.00
C 1.712 2.657 -9.696 0.00
N 2.875 2.541 -8.832 0.00
C 4.019 3.307 -9.294 0.00
C 4.673 2.901 -10.621 0.00
C 3.159 1.204 -8.336 0.00
C 3.370 0.086 -9.366 0.00
H 0.265 2.546 -8.091 0.00
H -0.409 2.282 -9.707 0.00
H 0.517 1.009 -8.929 0.00
H 1.566 3.723 -9.891 0.00
H 1.856 2.182 -10.680 0.00
H 4.773 3.286 -8.503 0.00
H 3.693 4.349 -9.374 0.00
H 5.253 1.984 -10.529 0.00
H 5.355 3.688 -10.948 0.00
H 3.933 2.758 -11.410 0.00
H 2.340 0.909 -7.676 0.00
H 4.040 1.280 -7.693 0.00
H 2.617 0.119 -10.154 0.00
H 3.287 -0.886 -8.876 0.00
H 4.351 0.133 -9.837 0.00
```

Output
- 2S+1 = 2

It is found that the E_tot values, taken in the order of the records, are -7918.188 -90041.739 -19634.273 -122806.795 eV.